# 1
{"formula": "C4H6Cl2OS", "method": "ωB97M-V with the def2-TZVPD basis set", "species": ["C", "C", "Cl", "Cl", "C", "S", "C", "O", "H", "H", "H", "H", "H", "H"], "positions_angstrom": [[1.492, -0.402, 1.072], [0.898, -0.188, -0.310], [1.914, -1.119, -1.419], [1.026, 1.526, -0.709], [-0.537, -0.673, -0.278], [-0.907, -2.173, -0.581], [-1.582, 0.396, -0.106], [-1.946, 0.961, -1.354], [1.325, -1.435, 1.340], [0.986, 0.265, 1.806], [2.607, -0.139, 1.027], [-2.486, -0.075, 0.267], [-1.166, 1.162, 0.614], [-1.625, 1.894, -1.369]], "atomic_forces_ev_per_a": [[1.2, 1.3, 0.6], [0.5, -0.5, 0.6], [0.1, 0.0, -0.5], [0.2, 0.6, -0.3], [0.1, 1.1, -1.1], [-0.5, -1.4, 0.1], [-0.1, 0.6, 1.0], [0.6, 1.3, 0.0], [0.2, -0.3, 0.2], [0.4, -0.5, -0.4], [-1.7, -0.5, 0.2], [0.0, 0.0, 0.4], [-0.8, -0.7, -0.6], [-0.3, -1.2, -0.1]], "largest_force_ha_per_bohr": 0.035, "multiplicity": 1, "e_above_lowest_kj_mol": 46.4, "homo_energy_ha": -0.331, "lumo_energy_ev": -0.702, "gap_ev": 8.31, "smiles": "CC(Cl)(Cl)C(=S)CO"}

# 2
{"formula": "C4H6Cl2S", "method": "ωB97M-V with the def2-TZVPD basis set", "species": ["Cl", "C", "Cl", "C", "C", "C", "S", "H", "H", "H", "H", "H", "H"], "positions_angstrom": [[-0.369, 0.299, 2.320], [-0.167, -0.920, 1.066], [-1.679, -1.162, 0.219], [0.975, -0.589, 0.142], [0.860, 0.748, -0.540], [1.943, 0.886, -1.598], [0.268, 0.903, -2.241], [0.174, -1.841, 1.520], [0.984, -1.360, -0.653], [1.849, -0.664, 0.809], [0.727, 1.622, 0.133], [2.700, 1.702, -1.669], [2.429, 0.013, -1.850]], "atomic_forces_ev_per_a": [[0.0, 0.2, 0.4], [0.6, -0.5, -0.1], [-0.4, -0.2, -0.2], [-0.8, 0.0, -0.3], [1.9, 0.8, -0.1], [-0.2, 2.1, 0.5], [-0.1, 0.2, 0.3], [-0.7, -0.3, 0.5], [0.3, 0.2, 0.5], [0.1, 0.3, -0.6], [-0.1, -0.7, -0.7], [-1.4, 0.0, 0.1], [0.9, -2.1, -0.3]], "largest_force_ha_per_bohr": 0.044, "multiplicity": 1, "e_above_lowest_kj_mol": 27.6, "homo_energy_ha": -0.332, "lumo_energy_ev": 0.824, "gap_ev": 9.86, "smiles": "ClC(Cl)C[C@H]1CS1"}

# 3
{"formula": "C4H6Cl4O4Y", "method": "ωB97M-V with the def2-TZVPD basis set", "species": ["Y", "C", "C", "O", "O", "H", "H", "H", "C", "C", "O", "O", "H", "H", "H", "Cl", "Cl", "Cl", "Cl"], "positions_angstrom": [[0.065, -0.016, 0.501], [-1.343, -4.071, 0.526], [-0.864, -2.639, 0.567], [-1.633, -1.721, 0.948], [0.306, -2.363, 0.159], [-2.083, -4.171, -0.267], [-1.793, -4.331, 1.487], [-0.492, -4.727, 0.346], [1.116, 3.302, -1.578], [0.969, 3.384, -0.053], [1.089, 4.496, 0.498], [0.732, 2.270, 0.490], [1.274, 4.289, -2.019], [0.169, 2.904, -1.962], [1.901, 2.600, -1.853], [-1.157, 0.179, -1.941], [2.656, -0.335, -0.706], [1.203, -0.335, 2.974], [-2.114, 1.286, 1.881]], "atomic_forces_ev_per_a": [[0.3, 1.3, 0.4], [0.2, -0.2, 0.4], [0.6, 1.3, -0.4], [-0.1, -0.7, 0.1], [-0.4, -0.8, 0.1], [-0.1, 0.0, 0.0], [-0.1, 0.0, -0.1], [0.0, -0.1, -0.1], [-0.6, 0.2, -0.1], [0.2, 0.0, -0.4], [0.0, -0.2, 0.1], [-0.2, -0.5, 0.3], [0.2, 0.0, 0.0], [0.2, -0.1, 0.0], [0.0, -0.1, 0.0], [0.0, -0.1, 0.1], [-0.2, 0.1, 0.0], [-0.1, -0.2, -0.1], [0.1, -0.1, -0.2]], "largest_force_ha_per_bohr": 0.029, "multiplicity": 1, "e_above_lowest_kj_mol": 0.0, "charge": -3, "homo_energy_ha": 0.026, "lumo_energy_ev": 7.378, "gap_ev": 6.67}